The following is a quantum chemistry calculation of 8 unconnected molecules or ions with the total composition C41H96N4O9 in a non-equilibrium geometry, from the Open Molecules 2025 dataset.

Positions of all 150 atoms, in Å:
O (-2.9856, 0.6801, 0.2645)
O (3.6924, 0.7598, 1.9432)
O (-1.3611, 0.0038, -4.6036)
O (0.6856, 10.3385, -0.2285)
O (-1.1805, 4.1344, 2.9593)
O (-0.7494, -0.5463, 0.8528)
O (5.3761, -3.3576, -3.5801)
O (-3.0309, -6.6296, 2.4387)
O (-2.5973, -2.3086, -4.3276)
N (0.9303, 8.9912, -0.0980)
N (4.7204, -3.3289, -2.3357)
N (-3.8115, -6.3681, 1.3231)
N (0.7310, 1.3766, 2.2556)
C (4.2678, 0.8005, 3.2669)
C (-2.8441, 1.0108, -2.9254)
C (4.2715, -1.9607, -2.0793)
C (3.1497, -1.7381, -3.2171)
C (6.8885, -3.9141, -1.0825)
C (-5.5788, -5.1117, 0.1767)
C (-0.7799, 8.6169, -1.7918)
C (-4.5985, -5.0988, 1.4031)
C (-3.2823, -7.0107, 0.1044)
C (0.2033, 0.3152, 0.2173)
C (5.1670, -5.6056, -1.8009)
C (5.2313, -0.4348, 3.3144)
C (1.1756, 8.9018, 2.3697)
C (4.5812, -3.9631, 0.0423)
C (-4.3170, -6.9426, -1.0853)
C (5.5287, -0.9815, -2.1434)
C (-2.2754, 0.9924, -4.3858)
C (5.3939, -4.1454, -1.2692)
C (-1.4119, 8.2102, 0.5771)
C (-0.1876, 8.0592, -0.4487)
C (0.3420, 6.6202, -0.6162)
C (-1.9843, -6.3161, -0.3050)
C (-0.7207, 2.9104, 3.6774)
C (-0.9947, -3.5328, -2.9800)
C (-0.2458, -1.9070, 0.5443)
C (3.0628, 9.5876, 0.9741)
C (-5.4429, -5.0909, 2.7388)
C (-3.6352, -3.8761, 1.3370)
C (-4.9674, -5.5672, -1.1818)
C (0.1237, 1.6402, 0.9747)
C (-4.1466, 0.3861, 1.0750)
C (4.4310, -2.4709, 0.4894)
C (-2.6022, 4.1425, 2.7628)
C (2.3968, 7.1547, 0.8546)
C (-2.4668, -3.4148, -3.4224)
C (-5.1582, 1.5026, 1.0623)
C (1.8441, 8.6544, 1.0550)
C (3.6680, -1.8200, -0.6841)
C (0.7049, 2.3960, 3.2619)
C (-3.0370, -8.4316, 0.3553)
C (1.2599, 6.1061, 0.5508)
H (-1.3461, 2.0418, 3.4709)
H (-3.9157, -0.0488, 2.0475)
H (-6.2973, -5.8992, 0.4037)
H (-3.0020, 3.3180, 2.1725)
H (-1.4030, 9.1921, 1.0502)
H (0.2282, 0.5515, 2.5500)
H (-2.0755, 1.4730, -2.3060)
H (-2.5891, -4.3865, -3.9011)
H (-2.1951, -8.5792, 1.0318)
H (1.2263, -0.0597, 0.2510)
H (5.8804, -0.4378, 4.1900)
H (4.5444, -1.2811, 3.3181)
H (0.8347, 6.5086, -1.5820)
H (-3.1331, -3.4209, -2.5598)
H (-6.2670, -4.3975, 2.5713)
H (1.1448, 1.7450, 4.0174)
H (0.5497, 8.0393, 2.5990)
H (2.7573, 6.9423, 1.8611)
H (-2.6969, -8.9031, -0.5667)
H (-0.3159, -3.7928, -3.7923)
H (3.6038, -1.5762, -4.1947)
H (2.6934, -2.3059, -0.6387)
H (-2.1589, -5.2542, -0.4787)
H (5.3665, -1.9993, 0.7900)
H (4.1234, -5.7654, -2.0719)
H (-0.9336, -4.2391, -2.1521)
H (0.5436, 9.7898, 2.3597)
H (-3.0899, 0.8233, -5.0901)
H (-1.4823, 7.4482, 1.3534)
H (0.6179, 5.8386, 1.3901)
H (-0.1732, 0.4707, -0.7937)
H (6.1495, -1.0513, -1.2501)
H (1.3584, 3.2404, 3.0428)
H (3.7147, -2.4580, 1.3109)
H (2.6182, -0.8397, -2.9031)
H (7.2292, -4.7075, -0.4172)
H (-4.1976, -4.8760, -1.5249)
H (5.7671, -0.4607, 2.3655)
H (-2.3206, -0.0044, 0.3687)
H (4.8831, -4.0315, -4.0539)
H (-6.0001, -4.1091, 0.1026)
H (-3.5413, -2.2522, -4.4927)
H (-0.8886, 2.0070, 1.1446)
H (-3.9484, -3.0379, 1.9594)
H (-1.6133, 7.9805, -2.0892)
H (2.4710, -2.5910, -3.2274)
H (-3.7596, 1.5985, -2.8570)
H (0.8010, 10.3855, -1.1803)
H (3.9858, 9.1998, 1.4052)
H (-4.7773, -4.5769, 3.4324)
H (-1.7999, -0.8461, -4.5208)
H (3.5346, -0.7764, -0.3993)
H (3.6224, -4.4545, -0.1229)
H (1.9202, 5.2757, 0.3007)
H (-3.9327, -7.0641, -2.0980)
H (5.6814, -5.7911, -2.7438)
H (-1.7576, 1.9255, -4.6076)
H (5.0683, -0.0174, -1.9275)
H (0.7120, 2.3351, 0.3754)
H (-0.9240, -2.7350, 0.7508)
H (5.1472, -4.3971, 0.8665)
H (6.9830, -3.0055, -0.4878)
H (-4.6886, 2.4859, 1.0368)
H (-5.9615, -5.9856, 3.0832)
H (1.8338, 8.9403, 3.2377)
H (-3.0805, -0.0164, -2.6478)
H (-0.1489, 8.8404, -2.6521)
H (-1.6554, -6.6626, -1.2847)
H (5.5500, -6.3660, -1.1203)
H (-2.7724, 5.0390, 2.1667)
H (-1.2651, -6.4692, 0.4996)
H (0.0351, -1.9803, -0.5064)
H (-5.9009, 1.5244, 1.8598)
H (3.3166, 9.6783, -0.0820)
H (-4.5995, -0.4317, 0.5145)
H (-0.5379, 5.9799, -0.5541)
H (6.1364, -0.9482, -3.0476)
H (-3.6220, -7.0051, 3.0953)
H (0.7373, -2.2071, 0.9068)
H (2.7432, 10.6080, 1.1857)
H (2.7594, 0.6297, 2.1279)
H (-5.1525, -7.6162, -0.8947)
H (3.1866, 7.1115, 0.1046)
H (-3.7782, -3.3581, 0.3886)
H (-1.1668, 9.6256, -1.6470)
H (3.5326, 0.7075, 4.0662)
H (7.5707, -3.9434, -1.9321)
H (-0.7179, 3.3181, 4.6883)
H (-0.4782, -2.6665, -2.5667)
H (-3.8729, -8.9094, 0.8662)
H (-5.6275, 1.5554, 0.0799)
H (-2.3836, 8.1409, 0.0882)
H (-2.5582, -4.0084, 1.4403)
H (-5.7710, -5.6059, -1.9173)
H (-3.1348, 4.1319, 3.7138)
H (4.8123, 1.7446, 3.2511)

Its calculated total energy is -68444.3057 eV. The expectation value of S² is 0.7542. The LUMO energy (alpha / beta) is -2.9 / -6.9 eV. The spin multiplicity is 2. The charge is +1.